Record 1
Here is a 10-piece molecular cluster, C51H126N10O3 overall from OMol25. Energies are from ωB97M-V with the def2-TZVPD basis set.

The total energy is -75968.9281 eV. As for the SMILES: CCN(CC)CC.CCN(CC)CC.CCN(CC)CC.CCN(CC)CC.CCN(CC)CC.CCN(CC)CC.CCN(CC)CC.CN(C)C=O.CN(C)C=O.CN(C)C=O.

Positions of all 190 atoms, in Å:
C -16.6228 14.6168 -25.9702
C -15.7396 14.9919 -24.9145
N -15.9166 14.0534 -23.8040
C -17.1810 14.1248 -23.0501
C -17.6485 12.8394 -22.3048
C -14.7757 14.0096 -22.8802
C -14.4796 15.3043 -22.0922
H -17.6321 14.9152 -25.6866
H -16.5440 13.5391 -26.1134
H -16.3406 15.1550 -26.8750
H -14.7266 14.9152 -25.3096
H -15.9576 16.0431 -24.7260
H -17.1955 15.0254 -22.4362
H -17.9554 14.2528 -23.8065
H -17.3957 11.9090 -22.8133
H -17.2733 12.7779 -21.2833
H -18.7315 12.8631 -22.1845
H -13.8941 13.7282 -23.4561
H -14.9372 13.2504 -22.1148
H -15.2066 15.6034 -21.3372
H -14.4657 16.1726 -22.7510
H -13.4922 15.2334 -21.6359
C -15.1433 9.6664 -21.2163
C -16.1578 9.9779 -20.1076
N -15.6346 10.8757 -19.0502
C -14.9106 12.0703 -19.4468
C -14.0561 12.6244 -18.3782
C -16.6508 11.0619 -17.9892
C -17.9142 11.7475 -18.3698
H -15.5686 9.0303 -21.9925
H -14.2179 9.2290 -20.8416
H -14.9838 10.5826 -21.7848
H -16.9693 10.4732 -20.6408
H -16.5536 9.0426 -19.7119
H -14.3085 11.8690 -20.3328
H -15.5781 12.8190 -19.8733
H -13.4390 11.8888 -17.8621
H -13.2996 13.2897 -18.7945
H -14.6490 13.1225 -17.6111
H -16.1899 11.7133 -17.2466
H -16.9346 10.1080 -17.5446
H -18.2211 12.5142 -17.6585
H -18.7600 11.0687 -18.4785
H -17.8064 12.2294 -19.3415
C -22.8760 14.5802 -15.6365
C -22.1730 13.2695 -15.9976
N -23.0840 12.1853 -16.4783
C -23.7827 11.6305 -15.2763
C -25.0390 10.8913 -15.7281
C -22.4432 11.1372 -17.2113
C -21.8726 11.6407 -18.5400
H -22.2125 15.3965 -15.3510
H -23.6304 14.5090 -14.8530
H -23.4034 14.9347 -16.5221
H -21.4151 13.6246 -16.6960
H -21.7234 12.7407 -15.1572
H -23.0410 10.9889 -14.8006
H -24.0380 12.4472 -14.6011
H -25.4948 10.2798 -14.9494
H -25.7842 11.6153 -16.0579
H -24.8405 10.2611 -16.5950
H -23.0948 10.3280 -17.5411
H -21.5961 10.7230 -16.6646
H -21.6365 10.7659 -19.1458
H -20.9509 12.2067 -18.4052
H -22.6440 12.2055 -19.0636
C -14.5718 9.9302 -25.6760
C -13.7679 10.8565 -24.7635
N -12.3508 10.5222 -24.6806
C -11.6783 11.5249 -23.8360
C -12.1039 11.5637 -22.3603
C -11.9983 9.1182 -24.5237
C -10.4916 8.7675 -24.5064
H -15.5291 10.4235 -25.8443
H -14.7032 8.8962 -25.3573
H -14.0820 9.8095 -26.6422
H -13.8806 11.9215 -24.9665
H -14.3329 10.6635 -23.8516
H -11.8710 12.5013 -24.2807
H -10.6135 11.3179 -23.9431
H -13.1222 11.9196 -22.2037
H -11.5097 12.3650 -21.9212
H -11.8484 10.6619 -21.8040
H -12.5643 8.7773 -23.6568
H -12.4050 8.5595 -25.3666
H -10.0187 9.1973 -25.3894
H -9.9850 9.1955 -23.6414
H -10.3944 7.6819 -24.5195
C -19.3467 18.3486 -15.0089
C -18.0402 17.9116 -14.3060
N -18.1621 16.5958 -13.6051
C -16.9879 16.4661 -12.7314
C -17.0351 15.2413 -11.8862
C -18.5703 15.4432 -14.4248
C -17.4380 14.9554 -15.3616
H -20.1509 18.4758 -14.2841
H -19.8192 17.5800 -15.6205
H -19.2299 19.2753 -15.5708
H -17.1931 17.9900 -14.9875
H -17.8059 18.6146 -13.5066
H -16.0947 16.4569 -13.3562
H -16.9629 17.3385 -12.0784
H -16.1522 15.3160 -11.2514
H -17.8518 15.1865 -11.1664
H -17.0433 14.2990 -12.4341
H -19.4038 15.7358 -15.0634
H -18.9770 14.6816 -13.7595
H -17.8939 14.3365 -16.1344
H -16.5665 14.4696 -14.9228
H -16.8547 15.7277 -15.8629
C -10.7771 14.9490 -19.9518
C -9.2783 14.8625 -19.7573
N -8.7624 13.5039 -19.7454
C -9.1632 12.7393 -18.5141
C -8.6568 13.3866 -17.2711
C -7.3298 13.4771 -20.0645
C -6.8699 12.0271 -20.1800
H -11.3292 14.4746 -19.1405
H -11.1666 14.4147 -20.8183
H -11.1453 15.9697 -20.0556
H -8.8630 15.3795 -20.6224
H -9.0155 15.5379 -18.9431
H -10.2466 12.6316 -18.5658
H -8.7870 11.7177 -18.4617
H -7.5706 13.4082 -17.1832
H -8.9402 14.4285 -17.1223
H -8.9663 12.9100 -16.3409
H -6.7128 14.0629 -19.3831
H -7.1925 13.8247 -21.0885
H -6.8747 11.5274 -19.2113
H -5.8464 11.9554 -20.5478
H -7.4043 11.4138 -20.9056
C -19.4670 7.6659 -16.6619
C -18.5061 7.3831 -15.5039
N -17.8348 8.6256 -15.1011
C -16.5273 8.4288 -14.5222
C -15.4911 8.0312 -15.6029
C -18.7259 9.5954 -14.4177
C -18.0236 11.0147 -14.2297
H -19.9992 6.7191 -16.7544
H -19.0300 7.9122 -17.6296
H -20.2509 8.3962 -16.4614
H -18.9670 6.9731 -14.6053
H -17.7923 6.6062 -15.7777
H -16.0866 9.3548 -14.1531
H -16.5814 7.6632 -13.7482
H -14.5140 7.8641 -15.1495
H -15.7125 7.1029 -16.1294
H -15.4914 8.8124 -16.3631
H -18.9089 9.3231 -13.3782
H -19.6895 9.7677 -14.8970
H -17.3993 11.2564 -15.0899
H -17.2997 10.9861 -13.4152
H -18.7597 11.7861 -14.0038
C -11.2624 10.2119 -16.5224
N -11.8524 8.9611 -16.9477
C -12.7176 9.1351 -18.0970
C -11.3683 7.7974 -16.5377
O -11.5784 6.7154 -17.0840
H -10.5535 10.5557 -17.2756
H -10.6200 10.1266 -15.6460
H -11.8612 11.1213 -16.4713
H -13.0048 8.2068 -18.5907
H -13.6389 9.6856 -17.9065
H -12.1163 9.6348 -18.8564
H -10.7360 7.9808 -15.6552
C -18.3259 6.5023 -19.6339
N -18.4196 5.9734 -20.9801
C -19.5842 6.4156 -21.7638
C -17.3655 5.3759 -21.5772
O -17.2760 5.1678 -22.8278
H -17.5604 6.0684 -18.9907
H -19.3095 6.4817 -19.1647
H -18.0160 7.5390 -19.7656
H -19.8070 7.4813 -21.7116
H -19.5590 6.1644 -22.8241
H -20.3963 5.8404 -21.3190
H -16.5739 5.1381 -20.8499
C -14.1142 13.5816 -13.8076
N -13.0572 13.5701 -12.8320
C -13.5151 14.1175 -11.5153
C -11.8287 13.0216 -12.9601
O -11.4167 12.4888 -13.9682
H -14.4456 14.6167 -13.8896
H -15.0262 13.0322 -13.5743
H -13.7113 13.2768 -14.7735
H -13.4540 15.1982 -11.6438
H -14.5090 13.7200 -11.3098
H -12.9285 13.8828 -10.6271
H -11.1862 13.2108 -12.0862

Record 2
Here is one molecule with the formula C15H17NO4 from OMol25. Energies are from ωB97M-V with the def2-TZVPD basis set.

The total energy is -25512.2708 eV. As for the SMILES: CCCCOC(=O)Nc1ccc2c(C)cc(=O)oc2c1.

Positions of all 37 atoms, in Å:
C -3.7842 -0.6525 -1.8615
C -5.0341 -1.0459 -1.0828
C -5.2075 -0.2758 0.2273
C -4.1055 -0.5283 1.2546
O -2.9911 0.3371 1.0240
C -1.7758 -0.2305 0.9052
O -1.5473 -1.4062 0.9958
N -0.8663 0.7643 0.6635
C 0.5069 0.6616 0.4855
C 1.2284 1.8451 0.2721
C 2.5878 1.8115 0.0902
C 3.2904 0.6001 0.1114
C 4.7165 0.4850 -0.0701
C 5.5445 1.7077 -0.2975
C 5.2708 -0.7466 -0.0276
C 4.4971 -1.9527 0.1915
O 4.9482 -3.0697 0.2362
O 3.1455 -1.7935 0.3597
C 2.5571 -0.5805 0.3242
C 1.1777 -0.5504 0.5096
H -2.8843 -0.9762 -1.3461
H -3.7920 -1.1211 -2.8429
H -3.7406 0.4265 -1.9963
H -5.9141 -0.8587 -1.7028
H -5.0025 -2.1160 -0.8673
H -6.1577 -0.5654 0.6795
H -5.2440 0.7963 0.0239
H -3.7593 -1.5659 1.2216
H -4.4698 -0.3040 2.2626
H -1.2572 1.6960 0.6238
H 0.7046 2.7896 0.2527
H 3.1229 2.7335 -0.0713
H 6.5910 1.4405 -0.4141
H 5.4490 2.3910 0.5451
H 5.2133 2.2274 -1.1953
H 6.3309 -0.8986 -0.1560
H 0.6507 -1.4750 0.6716

What HOMO values result from the calculations? In sequence: -7.710 -8.409 eV.
What energy above the lowest of the compared OMol25 structures with the same formula, charge and spin values result from the calculations? In sequence: 5.7951 0.5610 eV.
What orbital gap values result from the calculations? In sequence: 8.10 8.59 eV.